Record 1
{"formula": "C5H11N", "method": "ωB97M-V/def2-TZVPD", "total_charge": 0, "homo_energy_ev": -6.659, "symbols": ["C", "N", "C", "C", "C", "C", "H", "H", "H", "H", "H", "H", "H", "H", "H", "H", "H"], "coordinates": [[-2.44450, 0.00151, -0.76095], [-1.11676, 0.37840, -0.37111], [-0.79862, -0.35293, 0.83394], [0.70779, -0.35544, 0.95878], [1.09793, 0.58804, -0.15517], [2.23943, 0.19134, -0.87604], [-2.53604, -1.08220, -0.98721], [-3.24622, 0.22249, -0.03043], [-2.69067, 0.54952, -1.67908], [-1.24243, -1.35657, 0.88888], [-1.25146, 0.21807, 1.69211], [1.06751, -0.16336, 1.97084], [1.13130, -1.31983, 0.66941], [3.06420, 1.11146, 0.43672], [0.66392, 1.57331, -0.25816], [2.57100, 0.45095, -1.86980], [2.78361, -0.65476, -0.46274]], "forces_ev_per_a": [[0.1854, -0.4422, -1.8427], [0.4540, 0.1077, 1.4560], [-0.7238, 0.9986, 1.1076], [-0.2598, -0.0826, -0.4650], [-1.0493, -0.3899, -0.0809], [2.7551, 1.1142, 2.5193], [-0.1347, 0.1527, 0.0455], [0.5346, 0.1831, 0.2269], [-0.2253, -0.1548, 0.1108], [0.2397, -0.1734, -0.0773], [0.0925, -0.5281, -0.1854], [0.1473, 0.4910, -0.0781], [-0.2095, -0.0931, 0.1412], [-1.2089, -1.1984, -2.4590], [0.1394, -0.2667, 0.0584], [-0.1827, 0.7628, 0.0514], [-0.5539, -0.4812, -0.5287]], "lowdin_charge": [-0.22, -0.14, -0.34, -0.21, -0.20, 0.00, 0.07, 0.08, 0.06, 0.10, 0.12, 0.11, 0.10, 0.25, 0.10, 0.06, 0.04]}



Record 2
{"formula": "C13H20O5", "method": "ωB97M-V/def2-TZVPD", "total_charge": 0, "homo_energy_ev": -8.615, "symbols": ["O", "C", "O", "H", "C", "C", "C", "C", "C", "C", "H", "H", "H", "H", "H", "C", "H", "C", "O", "C", "C", "H", "C", "C", "H", "H", "O", "H", "H", "H", "H", "H", "H", "O", "H", "H", "H", "H"], "coordinates": [[-4.28506, -2.81808, 0.22325], [-2.99217, -2.76939, -0.00528], [-2.23431, -3.74781, -0.26752], [-1.40726, -3.60729, -0.35737], [-2.35105, -1.65698, -0.08062], [-3.02923, -0.39212, 0.32336], [-2.31216, 0.86400, 0.44440], [-3.01370, 2.07467, -0.60298], [-4.11187, 2.86577, 0.12375], [-2.73154, 3.45620, -0.17433], [-2.83559, 4.41221, -0.95820], [-2.17776, 3.84641, 0.51880], [-4.93055, 2.91290, -0.44148], [-4.21403, 2.72739, 1.30160], [-3.18179, 1.77838, -1.64454], [-0.91356, 0.72258, -0.21736], [-0.13348, 1.42574, -0.09941], [-0.25884, -0.57160, 0.30716], [1.13296, -0.58554, -0.39144], [1.76614, -1.70228, 0.35201], [3.18300, -1.63334, -0.35819], [3.66516, -2.41973, 0.20094], [3.90417, -0.25692, 0.32069], [5.26932, -0.17052, -0.10322], [5.93718, -0.91166, -0.23014], [5.39142, -0.14560, -1.38545], [6.00860, 0.71440, 0.25323], [5.52451, 1.85161, 0.01597], [3.23597, 0.46244, 0.08641], [3.98723, -0.44465, 1.42675], [3.22167, -1.48890, -1.40785], [1.33874, -2.74139, -0.18880], [1.79502, -1.63827, 1.35208], [-1.04400, -1.78813, -0.09339], [-0.18844, -0.51752, 1.33720], [-0.89215, 0.82680, -1.38505], [-2.07663, 1.33498, 1.14387], [-4.04591, -0.26876, 0.66115]], "forces_ev_per_a": [[5.4437, -0.7713, -0.9745], [-10.8647, -4.6503, 0.7733], [-8.7228, -6.9291, 0.6223], [9.0030, 2.0650, -0.9328], [-0.5522, 14.0647, 3.1427], [2.2155, -3.4849, -0.2933], [-0.9642, -3.4279, -15.6290], [0.4166, -2.1814, 3.5309], [4.2288, -1.3879, 4.4595], [-4.9401, 2.3105, -7.1769], [0.5149, -2.9160, 1.3921], [3.2586, 1.0644, 4.4419], [-3.2158, 1.2756, -1.8465], [-0.2096, -0.2318, -2.8284], [0.2208, 0.1517, 0.5360], [0.1411, -2.0971, -2.2491], [0.3377, 1.4875, 1.3535], [0.5755, 1.1046, -6.3107], [-4.2589, -2.0393, 4.5478], [1.2053, -1.6962, -10.3621], [0.2564, 2.4661, 5.7097], [1.0060, -0.8020, -1.1322], [-0.4572, -6.2288, 1.4758], [-4.4466, -3.8226, -9.3161], [1.2897, -4.6204, 1.1899], [-1.6895, -0.0294, 1.4603], [4.5721, 14.7616, 4.0598], [2.1264, -4.9702, 1.1680], [-1.5203, 3.0171, -0.6762], [-0.7199, 0.3335, -0.6635], [-0.2426, -0.6968, -0.8308], [0.5308, 2.5105, 2.2939], [-0.1545, 0.2629, 3.5690], [4.1766, 2.1524, -0.0810], [0.4482, -0.4800, 2.1976], [-0.6048, -1.2054, 1.8458], [1.9603, 6.7486, 12.0399], [-0.3641, -1.1079, -0.5065]], "lowdin_charge": [0.03, -0.50, 0.27, 0.02, -0.23, 0.14, -0.19, -0.18, -0.11, -0.14, 0.16, 0.03, 0.04, 0.15, 0.14, -0.08, 0.11, -0.16, -0.11, -0.18, -0.09, 0.10, -0.13, -0.59, 0.09, 0.17, -0.05, 0.29, 0.06, 0.14, 0.10, 0.18, 0.07, 0.02, 0.14, 0.17, 0.01, 0.13]}



Record 3
{"formula": "C5H7FS2", "method": "ωB97M-V/def2-TZVPD", "total_charge": 0, "homo_energy_ev": -8.927, "symbols": ["C", "C", "C", "C", "C", "H", "H", "H", "H", "H", "H", "H", "F", "S", "S"], "coordinates": [[-0.72662, -0.27778, 1.61644], [-0.20777, -0.76786, 0.27912], [0.47382, 0.30080, -0.46334], [-0.33396, 1.41097, -0.82318], [1.90471, 0.36047, -0.70523], [-1.60883, 0.36236, 1.67166], [0.10847, 0.23713, 2.16479], [-0.93150, -1.23429, 1.99054], [0.54584, -1.45415, 0.70362], [-1.85983, -1.09896, -2.22059], [-0.05158, 2.04191, -1.59247], [2.13210, 1.18769, -1.45031], [-1.55042, 1.47897, -0.28131], [-1.04303, -1.99268, -0.80113], [3.14859, -0.55459, -0.08864]], "forces_ev_per_a": [[-0.3830, 0.8112, 0.0728], [1.3869, -0.1997, 0.3826], [-1.6423, 2.6363, -1.0083], [2.0913, -4.6882, 2.1943], [0.8283, 0.4215, -1.0955], [0.1211, -0.2267, -0.2817], [-0.6771, -0.7132, -0.4800], [-0.7002, -0.9232, 1.9744], [0.3205, 0.0548, -0.8610], [1.7830, -1.6111, 3.3666], [0.1231, 1.9257, -1.0186], [0.0830, -0.8779, 0.9605], [0.1714, 0.5274, -1.0797], [-1.8234, 1.9511, -2.5632], [-1.6825, 0.9119, -0.5632]], "lowdin_charge": [-0.10, -0.78, -0.36, -0.04, -0.62, 0.08, 0.12, 0.05, 0.06, 0.08, 0.10, 0.08, 0.04, 0.63, 0.66]}



Record 4
{"formula": "C18H23IIrN8", "method": "ωB97M-V/def2-TZVPD", "total_charge": 4, "s2": 0.758, "homo_energy_ev": [-20.387, -20.374], "spin_multiplicity": 2, "symbols": ["Ir", "N", "C", "C", "C", "C", "C", "C", "C", "C", "N", "C", "H", "H", "H", "H", "H", "H", "H", "H", "C", "N", "C", "C", "N", "N", "C", "N", "N", "H", "H", "H", "H", "H", "H", "H", "H", "H", "H", "H", "I", "C", "C", "C", "C", "C", "N", "H", "H", "H", "H"], "coordinates": [[-0.41146, 0.05233, 0.36935], [1.66293, 0.20194, 0.45550], [2.27159, -1.08692, 0.05209], [3.51567, -1.50583, 0.42255], [4.03238, -2.67935, -0.17644], [3.32660, -3.34883, -1.13950], [2.02797, -2.91693, -1.51656], [1.23288, -3.51525, -2.51926], [-0.00476, -2.98633, -2.80588], [-0.49477, -1.92219, -2.04835], [0.20629, -1.36132, -1.06279], [1.48519, -1.80641, -0.85142], [2.02115, 0.50959, 1.36162], [1.97283, 0.92923, -0.19458], [4.13095, -0.94820, 1.12026], [5.01851, -3.01892, 0.11052], [3.75662, -4.21520, -1.62682], [1.60575, -4.37123, -3.07002], [-0.62432, -3.40190, -3.58864], [-1.48959, -1.53828, -2.23326], [-0.65724, 2.93657, -3.46555], [-1.27651, 3.30901, -2.17515], [-2.04834, 4.57308, -2.19810], [-1.15172, 2.59164, -1.08501], [-0.54364, 1.37827, -1.07594], [-1.65673, 3.10711, 0.08810], [-1.53536, 2.65941, 1.38776], [-2.00399, 3.47138, 2.32062], [-1.00018, 1.48804, 1.66889], [-0.34713, 3.85619, -3.95639], [-1.38254, 2.42282, -4.09657], [0.23897, 2.33561, -3.32980], [-2.27249, 4.80706, -3.23475], [-1.45841, 5.39043, -1.77746], [-3.00504, 4.45709, -1.68693], [-0.17792, 1.12074, -1.98738], [-2.08649, 4.01764, -0.00933], [-2.37163, 4.39153, 2.11983], [-1.99117, 3.21676, 3.29862], [-0.98783, 1.29049, 2.66301], [-2.76959, -1.42347, 0.58778], [-1.48249, -1.96148, 2.15897], [-1.77825, -2.82668, 3.17799], [-0.82056, -2.95142, 4.18632], [0.33602, -2.18330, 4.12629], [0.53632, -1.33596, 3.05256], [-0.35335, -1.24488, 2.04682], [-2.71071, -3.37601, 3.20605], [-0.99402, -3.62594, 5.01641], [1.08243, -2.23629, 4.90769], [1.42717, -0.72543, 3.00633]], "forces_ev_per_a": [[0.1181, -0.5637, -0.5935], [0.1020, 0.1898, 0.2755], [-0.1255, 0.0965, 0.1892], [0.0475, 0.0226, -0.1357], [0.0354, -0.0086, 0.0159], [0.0227, 0.0094, -0.0128], [-0.0479, -0.0249, 0.0357], [0.0031, 0.0249, -0.0193], [0.0126, -0.0114, -0.0173], [-0.0408, -0.0585, 0.0894], [-0.0072, -0.0156, 0.1004], [0.0865, 0.0589, 0.0220], [-0.0526, -0.0506, 0.0336], [-0.0328, -0.0171, -0.0251], [-0.0112, 0.0250, -0.0061], [-0.0026, -0.0074, -0.0019], [-0.0073, -0.0046, 0.0005], [0.0032, -0.0084, 0.0144], [-0.0026, 0.0068, -0.0016], [-0.0102, -0.0099, 0.0085], [-0.0151, -0.0158, -0.0213], [0.0443, -0.0525, -0.0168], [-0.0243, -0.0027, -0.0247], [0.0058, 0.2172, 0.1500], [-0.1283, -0.2544, 0.0849], [0.0057, 0.0372, -0.1640], [-0.0186, -0.2294, 0.2049], [0.0015, 0.0665, -0.0356], [-0.1066, 0.2882, 0.0588], [-0.0172, 0.0071, -0.0039], [-0.0052, -0.0086, 0.0081], [0.0069, 0.0140, -0.0093], [0.0224, 0.0111, -0.0041], [0.0011, -0.0063, 0.0201], [0.0029, -0.0067, 0.0033], [-0.0300, -0.0022, -0.0201], [-0.0030, 0.0006, 0.0153], [0.0013, -0.0023, 0.0045], [0.0059, -0.0049, -0.0023], [0.0579, 0.0060, -0.0042], [0.1243, 0.3609, 0.0515], [0.0273, 0.0685, -0.0707], [0.0023, -0.0282, 0.0070], [0.0303, 0.0333, -0.0247], [-0.0609, -0.0400, -0.0109], [0.1580, -0.1294, -0.0032], [-0.1970, 0.0355, -0.0867], [0.0054, -0.0057, 0.0012], [-0.0033, -0.0005, -0.0006], [-0.0040, 0.0069, 0.0052], [0.0201, -0.0170, -0.0836]], "lowdin_charge": [1.30, 0.02, -0.22, 0.04, 0.01, 0.06, -0.11, 0.09, 0.02, -0.12, -0.10, -0.18, 0.13, 0.14, 0.14, 0.14, 0.15, 0.16, 0.14, 0.10, 0.04, -0.07, 0.04, -0.32, 0.00, 0.20, -0.41, 0.25, -0.04, 0.13, 0.13, 0.10, 0.12, 0.13, 0.12, 0.08, 0.15, 0.16, 0.16, 0.10, 1.32, -0.67, -0.03, 0.05, 0.03, -0.08, -0.18, 0.14, 0.15, 0.15, 0.12]}



> Number 4 is which compound?

C18H23IIrN8